Formula: C20H36NOP2Pd
Source: OMol25
Level of theory: the ωB97M-V functional and the def2-TZVPD basis

```
61
Properties=species:S:1:pos:R:3:forces:R:3:nbo_charge:R:1
P -0.8826 -1.6856 -3.2585 2.25 -0.97 -3.34 1.125
P 0.2265 1.5178 -5.0379 1.91 3.27 -3.06 1.364
C -1.3947 -0.8120 -4.7632 -0.35 -0.03 -0.85 -0.778
C -0.4073 -0.1187 -5.7162 0.15 -0.69 0.14 -0.674
H -2.2159 -0.1430 -4.4826 0.05 -0.02 -0.15 0.252
H -1.8560 -1.6642 -5.2947 0.18 0.78 -0.38 0.251
H 0.4327 -0.7755 -6.0119 -0.31 0.29 0.41 0.250
H -0.9604 0.0949 -6.6609 0.51 0.13 0.81 0.278
C -1.2614 2.3887 -5.7827 -1.23 0.75 0.45 -0.876
H -1.1185 3.4757 -5.7899 0.10 -0.30 0.15 0.254
H -2.1945 2.1808 -5.2558 -0.01 -0.05 0.14 0.237
H -1.3869 2.0695 -6.8209 0.21 -0.06 0.26 0.246
C 1.2783 2.4926 -6.2643 0.26 -0.53 -0.82 -0.906
H 0.7380 2.6423 -7.2091 0.16 -0.10 0.31 0.252
H 2.2350 2.0009 -6.5094 -0.47 0.26 0.12 0.239
H 1.4855 3.4990 -5.8501 -0.17 -0.61 0.06 0.266
C -2.3195 -2.9046 -3.2463 -0.36 -0.12 -0.51 -0.970
H -2.1546 -3.8884 -2.7960 0.15 0.28 -0.40 0.286
H -2.4826 -2.8982 -4.3298 -0.39 -0.75 0.46 0.265
H -3.2460 -2.4745 -2.8296 -0.37 -0.33 -0.24 0.255
C 0.3879 -2.8115 -3.9661 -0.04 -0.03 0.22 -0.950
H 1.2461 -2.3217 -4.4384 -0.27 0.05 0.29 0.255
H -0.1760 -3.3277 -4.7522 0.23 -0.15 0.08 0.251
H 0.7423 -3.5393 -3.2302 -0.07 0.12 -0.14 0.275
Pd -1.9563 -1.4823 -1.5182 -2.03 0.76 3.10 0.558
C 1.4615 3.2669 -2.7957 1.14 1.45 0.08 -0.127
C 0.2978 2.7343 -3.4538 -2.43 -0.76 0.88 -0.376
C -0.2674 1.7264 -2.4499 -0.20 -0.17 0.35 -0.463
C 0.8027 0.7050 -2.0411 -0.88 0.55 1.21 -0.518
C 1.6587 0.1274 -3.0574 -1.23 -3.04 0.83 -0.153
C 1.9239 0.7605 -4.2956 1.69 0.37 -0.41 -0.357
C 3.0912 1.7166 -3.9927 0.01 0.91 0.07 -0.432
C 2.8231 2.7516 -2.8621 0.87 -0.41 -0.53 -0.487
C -0.7736 -2.8739 -0.5460 0.57 -0.77 1.44 -0.850
H 1.2969 4.0140 -1.9862 -0.31 -0.54 -0.78 0.248
H -0.4373 3.5397 -3.6891 0.39 -0.73 -0.15 0.274
H -1.1621 1.2359 -2.8263 -0.36 -0.24 -0.21 0.194
H -0.5967 2.2110 -1.5289 0.07 0.20 -0.20 0.298
H 1.4821 1.2407 -1.3895 0.21 0.26 0.72 0.251
H 0.3257 -0.0300 -1.3837 0.29 -0.09 -0.22 0.245
H 2.0502 -0.8847 -2.8608 0.24 0.75 -0.04 0.233
H 2.1817 0.0965 -5.1323 -0.12 0.19 0.11 0.257
H 3.4255 2.2414 -4.8779 0.08 0.04 -0.24 0.237
H 3.9488 1.1205 -3.6524 -0.22 -0.20 -0.24 0.264
H 3.1163 2.3259 -1.8891 0.04 0.10 -0.10 0.227
H 3.5004 3.6055 -3.0119 0.10 -0.24 0.07 0.268
H 0.0949 -2.2975 -0.2091 0.04 -0.25 -0.20 0.206
H -0.5070 -3.7097 -1.1941 0.04 0.11 0.12 0.197
H -1.3025 -3.2156 0.3580 0.09 -0.03 -0.54 0.225
O -1.5861 1.7025 0.1297 1.09 -1.85 0.23 -0.429
N -1.3075 0.4985 0.5459 -2.72 1.39 -0.44 0.085
C -2.3474 -0.4904 0.3500 1.39 1.43 2.00 -0.267
C -2.5584 -1.2742 1.5284 0.82 0.22 -0.56 -0.145
C -1.5974 -1.3254 2.5081 -0.45 -0.88 0.40 -0.205
C -0.3434 -0.6954 2.3591 -0.27 0.52 -1.08 -0.153
C -0.2422 0.2617 1.3614 0.28 -0.60 0.32 -0.044
H -3.2353 -0.0325 -0.0953 0.07 0.15 -0.21 0.274
H -3.4647 -1.8450 1.5632 -0.30 -0.20 0.31 0.249
H -1.8209 -1.9022 3.4043 0.24 0.04 -0.21 0.257
H 0.5090 -0.9243 2.9978 -0.36 0.28 -0.01 0.264
H 0.5796 0.9480 1.2285 0.00 0.09 0.16 0.247
```
Forces are in eV/Å.

Results
Kohn-Sham gap (spin up / spin down) ... 6.28 / 5.34 eV
Spin multiplicity ... 6
Max |F| ... 4.866 eV/Å
<S²> ... 8.88
DFT total energy ... -46890.98082 eV
Energy relative to the best compared isomer or geometry (same formula, charge and spin) ... 92.7 kcal per mole
Charge ... +2



Formula: C20H37AsClIN3OPtSSi3
Source: OMol25
Level of theory: the ωB97M-V functional and the def2-TZVPD basis

```
69
Properties=species:S:1:pos:R:3:forces:R:3:mulliken_spin:R:1
Pt -0.1112 -0.3335 -0.6280 0.21 0.31 -0.04 1.574
Cl 5.8922 0.4692 2.7207 0.00 0.00 0.01 0.098
C 4.2616 0.2872 2.3403 0.01 0.00 -0.01 0.212
C 3.3189 0.2945 3.3612 -0.04 0.00 0.00 -0.063
C 1.9601 0.1619 3.1070 0.28 0.03 -0.02 0.162
I 0.5977 0.1720 4.6267 -0.10 0.00 0.08 0.069
C 1.5131 0.0187 1.7610 -0.09 -0.06 -0.28 0.223
O 0.2753 -0.0809 1.4610 0.22 0.16 0.16 0.314
C 2.5100 -0.0199 0.6954 -0.13 0.00 -0.02 0.016
N 2.0361 -0.1905 -0.5636 0.20 -0.02 0.21 0.188
C 2.8810 -0.2103 -1.5843 0.04 -0.02 0.03 -0.024
C 4.2577 -0.0683 -1.3998 0.02 0.00 0.00 0.027
C 4.7604 0.0963 -0.1298 -0.06 -0.01 -0.04 0.030
C 3.8715 0.1229 0.9588 -0.10 -0.01 0.03 0.009
H 3.6685 0.4123 4.3784 -0.02 0.00 0.01 0.004
H 2.4588 -0.3475 -2.5714 -0.02 0.00 -0.01 -0.002
H 4.9126 -0.0908 -2.2594 -0.01 0.00 0.00 0.001
H 5.8245 0.2059 0.0303 0.00 0.00 0.02 0.007
C 1.5340 -3.9953 -1.4660 -0.03 0.02 -0.03 0.011
Si -0.0765 -4.1910 -0.5576 0.00 0.08 0.05 0.021
C -1.0630 -5.6664 -1.0813 0.01 -0.02 0.00 0.030
C 0.0813 -3.9863 1.2855 0.00 -0.01 -0.01 0.002
As -1.4242 -2.2425 -1.2468 -0.23 -0.65 -0.27 0.488
Si -3.4242 -2.0104 0.1825 0.04 -0.01 -0.15 0.052
C -2.8230 -1.5661 1.8823 0.04 0.08 0.00 0.010
C -4.4320 -0.6821 -0.6351 0.00 0.00 0.03 -0.001
C -4.1352 -3.7174 0.0262 -0.11 0.04 0.04 0.029
Si -1.6906 -2.1123 -3.7106 -0.08 0.00 0.11 0.044
C -0.0256 -1.5846 -4.3415 -0.01 -0.10 -0.01 0.009
C -2.1597 -3.8454 -4.1671 0.00 0.01 -0.05 0.016
C -3.0244 -0.8470 -3.9604 0.05 -0.01 0.01 0.002
H 2.2555 -4.7201 -1.0801 -0.01 -0.02 0.02 0.001
H 1.9637 -3.0005 -1.3354 0.02 0.00 0.01 -0.007
H 1.4214 -4.1918 -2.5336 0.00 0.02 0.00 -0.001
H -0.4946 -6.5645 -0.8202 0.02 0.00 0.02 0.006
H -1.2357 -5.6954 -2.1565 0.00 -0.01 0.01 -0.003
H -2.0216 -5.7316 -0.5681 -0.02 0.01 0.00 -0.003
H 0.9162 -4.5919 1.6473 0.00 -0.02 -0.01 0.000
H -0.8144 -4.3339 1.8025 -0.02 0.02 0.00 0.000
H 0.2645 -2.9508 1.5807 0.02 0.00 0.01 0.000
H -2.0356 -0.8070 1.8851 -0.09 -0.06 0.01 0.002
H -2.4493 -2.4401 2.4164 0.03 -0.01 -0.01 0.000
H -3.6679 -1.1712 2.4535 -0.02 -0.02 0.01 0.000
H -3.8358 0.2026 -0.8650 0.00 0.02 0.01 0.000
H -5.2421 -0.3757 0.0318 -0.01 -0.03 0.02 0.000
H -4.8892 -1.0390 -1.5579 0.01 0.01 -0.01 0.001
H -3.6357 -4.4296 0.6829 0.03 -0.02 -0.01 0.000
H -4.1070 -4.0943 -0.9972 0.00 0.00 -0.01 0.001
H -5.1887 -3.6841 0.3209 0.00 0.00 0.03 0.006
H 0.7450 -2.3260 -4.1233 0.01 0.02 0.01 0.001
H 0.2699 -0.6192 -3.9353 0.04 0.12 0.04 -0.005
H -0.0757 -1.4734 -5.4283 -0.02 -0.03 -0.01 -0.002
H -1.2947 -4.5096 -4.1694 -0.01 -0.01 0.02 0.000
H -2.5699 -3.8432 -5.1812 0.02 0.03 -0.02 0.004
H -2.9288 -4.2621 -3.5158 -0.01 -0.01 0.01 0.001
H -2.8789 0.0261 -3.3219 -0.01 0.02 -0.02 0.000
H -4.0113 -1.2680 -3.7679 -0.01 0.01 0.01 0.000
H -3.0106 -0.5044 -4.9984 0.01 -0.03 -0.02 0.001
C -3.1284 4.5791 -1.2999 0.00 0.02 -0.02 0.000
N -2.1378 3.6192 -1.7934 0.01 -0.08 0.04 0.031
C -1.6490 2.6305 -1.0807 -0.03 0.05 -0.03 -0.022
N -2.0700 2.4131 0.1590 0.01 0.05 -0.01 0.002
S -0.4086 1.6439 -1.8255 -0.07 0.16 0.04 0.412
H -3.3512 5.2768 -2.1006 0.00 0.01 0.01 0.000
H -2.7272 5.1383 -0.4539 -0.02 0.00 0.01 0.002
H -4.0495 4.0655 -1.0230 0.00 0.01 0.01 0.001
H -1.7842 3.7373 -2.7315 0.00 -0.01 -0.02 0.003
H -2.7195 3.0402 0.6122 0.00 -0.01 -0.03 -0.002
H -1.6033 1.7325 0.7340 0.02 -0.04 0.05 0.006
```
Forces are in eV/Å.

Results
Kohn-Sham gap (spin up / spin down) ... 7.38 / 5.63 eV
Spin multiplicity ... 5
Max |F| ... 0.742 eV/Å
<S²> ... 6.03
DFT total energy ... -147012.15209 eV
Energy relative to the best compared isomer or geometry (same formula, charge and spin) ... 0.0 kcal per mole
Charge ... +3



Q: The lowest energy relative to the best compared isomer or geometry (same formula, charge and spin) belongs to which entry?
A: C20H37AsClIN3OPtSSi3



Q: Look up the energy relative to the best compared isomer or geometry (same formula, charge and spin) of the second one.
A: 0.0 kcal per mole



Q: Among the records above, which one has the highest charge?
A: C20H37AsClIN3OPtSSi3